Entry from OMol25: a structure of composition C39H33Cl3I2N6O4RuS3 (ωB97M-V with the def2-TZVPD basis set).

Each line ends with the Löwdin spin population.
Atoms and positions in Å:
Ru  1.131  0.360  1.486  0.94
I  2.561  7.591  1.515  0.00
C  2.470  5.516  1.156  0.00
C  1.630  5.024  0.161  0.00
C  1.602  3.672  -0.059  0.00
I  0.266  2.700  -1.357  0.01
C  2.447  2.768  0.629  0.00
O  2.531  1.543  0.297  0.02
C  3.189  3.303  1.726  0.00
C  3.806  2.263  2.613  0.00
N  2.722  1.450  3.183  0.02
C  3.212  0.351  4.007  0.00
C  2.059  -0.495  4.475  0.00
C  1.921  -0.885  5.800  0.00
C  0.828  -1.651  6.176  0.00
C  -0.108  -1.982  5.210  0.00
C  0.106  -1.555  3.912  0.00
N  1.169  -0.848  3.546  0.02
C  3.211  4.656  1.962  0.00
H  1.009  5.691  -0.415  0.00
H  4.425  2.727  3.395  0.00
H  4.428  1.593  2.008  0.00
H  2.106  2.054  3.733  0.00
H  3.792  0.706  4.872  0.00
H  3.874  -0.253  3.372  0.00
H  2.661  -0.590  6.525  0.00
H  0.714  -1.985  7.194  0.00
H  -0.978  -2.571  5.449  0.00
H  -0.597  -1.801  3.131  0.00
H  3.807  5.052  2.772  0.00
O  -4.138  2.645  0.876  0.00
C  -3.352  3.631  1.315  0.00
C  -3.901  4.917  1.390  0.00
C  -3.141  5.993  1.790  0.00
C  -1.808  5.817  2.151  0.00
C  -1.265  4.555  2.125  0.00
C  -2.014  3.447  1.716  0.00
C  -1.326  2.154  1.717  0.00
O  -0.168  2.067  2.216  0.01
N  -1.958  1.092  1.211  -0.01
N  -1.198  0.012  1.020  -0.04
C  -1.784  -1.133  0.912  0.02
S  -0.877  -2.585  0.591  0.01
C  -2.347  -3.640  0.346  0.00
C  -3.427  -3.160  1.284  0.00
S  -3.510  -1.338  1.174  0.01
H  -3.638  1.806  0.847  0.00
H  -4.936  5.037  1.111  0.00
H  -3.577  6.980  1.820  0.00
H  -1.206  6.659  2.451  0.00
H  -0.239  4.387  2.419  0.00
H  -2.044  -4.660  0.571  0.00
H  -2.648  -3.557  -0.700  0.00
H  -3.211  -3.421  2.323  0.00
H  -4.403  -3.551  1.001  0.00
Cl  -1.214  2.980  -5.318  0.00
C  -0.689  1.411  -4.874  0.00
C  0.380  0.814  -5.528  0.00
C  0.787  -0.450  -5.152  0.00
C  0.166  -1.139  -4.114  0.00
C  0.636  -2.532  -3.755  0.00
C  2.107  -2.533  -3.263  0.00
N  2.188  -2.297  -1.846  0.00
C  2.774  -3.114  -0.924  0.00
C  2.571  -2.538  0.295  0.00
N  1.860  -1.390  0.125  -0.01
C  1.651  -1.269  -1.170  0.00
O  0.535  -3.363  -4.898  0.00
C  -0.234  -4.535  -4.718  0.00
C  -1.649  -4.271  -4.286  0.00
C  -2.493  -3.381  -4.892  0.00
Cl  -2.140  -2.378  -6.231  0.00
S  -4.054  -3.335  -4.145  0.00
C  -3.561  -4.521  -3.003  0.00
C  -2.276  -4.916  -3.191  0.00
C  -0.914  -0.522  -3.492  0.00
Cl  -1.768  -1.304  -2.223  0.00
C  -1.345  0.742  -3.852  0.00
H  0.879  1.333  -6.330  0.00
H  1.596  -0.932  -5.678  0.00
H  0.010  -2.933  -2.946  0.00
H  2.681  -1.773  -3.803  0.00
H  2.543  -3.511  -3.484  0.00
H  3.281  -4.015  -1.200  0.00
H  2.888  -2.873  1.262  0.00
H  1.128  -0.453  -1.633  0.00
H  0.241  -5.200  -3.981  0.00
H  -0.218  -5.028  -5.695  0.00
H  -4.261  -4.870  -2.272  0.00
H  -1.782  -5.656  -2.586  0.00
H  -2.186  1.196  -3.353  0.00

The multiplicity is 2. The HOMO energy (spin up / spin down) is -10.0 / -9.9 eV. Its HOMO-LUMO gap (spin up / spin down) is 5.4 / 5.7 eV. Its net charge is +1.

---

Entry from OMol25: a structure of composition C39H33Cl4GdN3O5S (ωB97M-V with the def2-TZVPD basis set).

Each line ends with the Löwdin spin population.
Atoms and positions in Å:
Gd  0.383  1.798  -0.978  7.13
C  0.215  3.940  0.683  -0.01
C  -0.363  4.445  -0.502  0.00
C  0.640  4.498  -1.489  0.00
C  1.841  4.034  -0.918  -0.01
C  1.579  3.673  0.424  -0.01
H  -0.248  3.952  1.659  0.00
H  -1.361  4.858  -0.595  0.00
H  0.538  4.937  -2.473  0.00
H  2.812  4.055  -1.396  0.00
H  2.321  3.404  1.168  0.00
Cl  3.555  -0.717  -6.716  0.00
C  2.366  -0.462  -5.497  0.00
C  1.219  -1.235  -5.470  0.00
Cl  0.940  -2.418  -6.699  0.00
C  0.292  -1.052  -4.439  0.00
Cl  -1.115  -2.054  -4.438  0.00
C  0.473  -0.127  -3.418  0.00
O  -0.335  -0.010  -2.375  -0.01
C  1.607  0.761  -3.513  0.00
O  1.746  1.709  -2.653  -0.04
C  2.539  0.526  -4.536  0.00
Cl  3.950  1.520  -4.570  0.00
O  4.616  -2.310  3.488  0.00
C  4.945  -2.147  2.123  0.00
C  3.946  -1.266  1.421  0.00
C  3.977  -1.177  0.016  0.00
C  3.003  -0.438  -0.615  0.00
N  1.991  0.170  0.008  -0.01
C  1.938  0.083  1.378  0.00
C  2.970  -0.587  2.091  0.00
C  0.774  0.573  2.021  0.00
C  0.695  0.869  3.379  0.00
C  -0.398  1.487  3.952  0.00
C  -0.386  1.896  5.396  0.00
O  -0.483  0.799  6.304  0.00
C  -1.447  1.866  3.068  0.00
C  -1.394  1.569  1.754  0.00
N  -0.437  0.647  1.188  -0.01
H  5.281  -2.874  3.895  0.00
H  4.959  -3.125  1.614  0.00
H  5.950  -1.707  2.021  0.00
H  4.741  -1.686  -0.550  0.00
H  3.021  -0.352  -1.695  0.00
H  2.928  -0.651  3.166  0.00
H  1.569  0.705  3.992  0.00
H  -1.213  2.596  5.591  0.00
H  0.556  2.391  5.661  0.00
H  -1.197  0.234  5.994  0.00
H  -2.238  2.508  3.431  0.00
H  -2.168  1.888  1.068  0.00
C  -1.127  -0.709  1.204  0.00
C  -0.189  -1.851  0.995  0.00
C  0.159  -2.258  -0.289  0.00
C  1.064  -3.284  -0.478  0.00
C  1.632  -3.920  0.629  0.00
C  1.301  -3.502  1.921  0.00
C  0.397  -2.475  2.094  0.00
C  2.542  -4.988  0.469  0.00
N  3.278  -5.864  0.368  0.00
H  -1.619  -0.823  2.179  0.00
H  -1.886  -0.690  0.416  0.00
H  -0.279  -1.749  -1.136  0.00
H  1.345  -3.586  -1.475  0.00
H  1.777  -3.973  2.769  0.00
H  0.158  -2.141  3.093  0.00
C  -5.449  -1.916  1.014  0.00
C  -4.679  -1.135  -0.003  0.00
C  -4.501  0.237  0.124  0.00
C  -3.744  0.937  -0.797  0.00
C  -3.158  0.275  -1.861  0.00
C  -3.347  -1.087  -2.016  0.00
C  -4.102  -1.783  -1.088  0.00
S  -2.138  1.224  -3.017  0.00
C  -3.634  2.086  -3.735  0.00
O  -1.569  2.294  -2.143  -0.01
H  -6.095  -1.266  1.596  0.00
H  -4.762  -2.418  1.694  0.00
H  -6.054  -2.679  0.528  0.00
H  -4.956  0.757  0.955  0.00
H  -3.603  2.005  -0.705  0.00
H  -2.903  -1.599  -2.854  0.00
H  -4.244  -2.847  -1.204  0.00
H  -4.083  2.763  -3.020  0.00
H  -4.341  1.330  -4.054  0.00
H  -3.278  2.644  -4.593  0.00

The multiplicity is 8. The HOMO energy (spin up / spin down) is -3.4 / -3.4 eV. The value obtained for the energy above the lowest of the compared OMol25 structures with the same formula, charge and spin is 16.4 kJ/mol. Its HOMO-LUMO gap (spin up / spin down) is 5.5 / 5.5 eV. Its net charge is -1.

---

Entry from OMol25: a structure of composition C39H33GeN7O4SW (ωB97M-V with the def2-TZVPD basis set).

Each line ends with the Löwdin spin population.
Atoms and positions in Å:
W  0.138  0.447  0.045  0.89
O  1.809  -1.095  -3.530  0.01
C  1.599  -0.571  -2.372  0.02
O  0.462  -0.460  -1.874  0.01
C  2.736  -0.097  -1.568  0.00
C  4.080  -0.215  -1.843  0.01
C  4.985  0.194  -0.856  0.01
C  4.508  0.683  0.350  0.00
C  3.134  0.782  0.531  0.01
N  2.280  0.417  -0.414  0.00
C  2.441  1.292  1.777  0.00
O  3.036  1.650  2.742  0.01
O  1.119  1.281  1.622  0.03
H  0.964  -1.370  -3.948  0.00
H  4.409  -0.627  -2.788  0.00
H  6.051  0.113  -1.029  0.00
H  5.166  0.986  1.155  0.00
C  -3.403  -1.953  1.425  0.00
C  -2.447  -0.887  1.032  0.01
N  -1.429  -1.045  0.231  0.00
N  -1.152  -2.356  -0.177  0.00
C  0.059  -2.809  0.186  0.01
N  0.395  -4.054  -0.092  0.01
S  1.089  -1.730  1.007  0.01
C  -2.505  0.441  1.615  0.01
C  -3.512  0.829  2.481  0.00
C  -3.424  2.061  3.106  0.01
C  -2.309  2.845  2.862  0.00
C  -1.332  2.398  1.991  0.01
N  -1.427  1.225  1.341  0.00
H  -3.146  -2.919  1.005  0.00
H  -4.404  -1.670  1.092  0.00
H  -3.431  -2.043  2.513  0.00
H  -1.630  -2.678  -1.020  0.00
H  -0.276  -4.731  -0.427  0.00
H  1.305  -4.395  0.177  0.00
H  -4.350  0.171  2.661  0.00
H  -4.194  2.392  3.789  0.00
H  -2.174  3.797  3.358  0.00
H  -0.432  2.968  1.829  0.00
C  -1.081  4.190  -4.972  0.00
C  -0.044  3.359  -4.558  0.00
C  -0.297  2.334  -3.662  0.00
C  -1.583  2.119  -3.158  -0.01
C  -2.617  2.951  -3.594  0.00
C  -2.365  3.981  -4.495  0.00
Ge  -2.090  0.695  -1.919  -0.03
C  -2.167  -0.971  -2.967  0.00
C  -1.539  -0.928  -4.218  0.00
C  -1.548  -2.026  -5.071  0.00
C  -2.192  -3.198  -4.697  0.00
C  -2.845  -3.255  -3.475  0.00
C  -2.834  -2.152  -2.625  0.00
C  -3.809  1.145  -1.088  -0.01
C  -4.808  0.168  -1.005  0.00
C  -6.057  0.448  -0.464  0.00
C  -6.348  1.724  -0.008  0.00
C  -5.391  2.725  -0.132  0.00
C  -4.145  2.438  -0.662  0.00
H  -0.887  4.990  -5.674  0.00
H  0.956  3.509  -4.945  0.00
H  0.532  1.710  -3.347  0.00
H  -3.628  2.806  -3.237  0.00
H  -3.177  4.617  -4.821  0.00
H  -1.082  -0.004  -4.556  0.00
H  -1.084  -1.955  -6.047  0.00
H  -2.216  -4.047  -5.367  0.00
H  -3.390  -4.148  -3.194  0.00
H  -3.391  -2.227  -1.698  0.00
H  -4.649  -0.818  -1.412  0.00
H  -6.813  -0.326  -0.432  0.00
H  -7.325  1.949  0.399  0.00
H  -5.626  3.742  0.157  0.00
H  -3.481  3.280  -0.787  0.00
N  -2.984  5.926  -1.044  0.00
C  -1.947  5.436  -1.083  0.00
C  -0.696  4.730  -1.098  0.00
C  0.509  5.316  -1.454  0.01
C  1.644  4.525  -1.402  0.00
C  1.538  3.204  -1.019  0.01
N  0.369  2.614  -0.688  0.00
C  -0.717  3.393  -0.731  0.01
H  0.555  6.355  -1.752  0.00
H  2.615  4.926  -1.655  0.00
H  2.426  2.598  -0.997  0.00
H  -1.640  2.943  -0.417  0.00

The multiplicity is 2. The HOMO energy (spin up / spin down) is -16.3 / -16.0 eV. The value obtained for the energy above the lowest of the compared OMol25 structures with the same formula, charge and spin is 0.0 kJ/mol. Its HOMO-LUMO gap (spin up / spin down) is 6.8 / 5.9 eV. Its net charge is +3.

---

Number 1: calculated total energy -146959.396 eV, maximum force 4.28 eV/A. Number 2: calculated total energy -137448.656 eV, maximum force 2.95 eV/A. Number 3: calculated total energy -128754.059 eV, maximum force 0.54 eV/A.